(1)
Below is a 7-piece molecular cluster, C28H82Cl2N14O8P4 overall, with properties calculated with ωB97M-V/def2-TZVPD.

Positions of all 138 atoms, in Å:
O  -10.152  -14.230  -21.878
P  -10.841  -13.387  -20.889
N  -10.862  -11.789  -21.310
C  -9.659  -11.220  -21.880
C  -11.729  -10.819  -20.664
N  -10.170  -13.528  -19.387
C  -10.321  -12.548  -18.330
C  -9.324  -14.712  -19.129
N  -12.460  -13.678  -20.661
C  -13.272  -13.548  -21.872
C  -12.897  -14.715  -19.768
H  -9.389  -11.760  -22.788
H  -8.846  -11.170  -21.150
H  -9.865  -10.212  -22.253
H  -11.151  -10.177  -19.993
H  -12.498  -11.358  -20.119
H  -12.194  -10.193  -21.431
H  -9.593  -11.733  -18.390
H  -11.339  -12.151  -18.338
H  -10.222  -13.048  -17.365
H  -9.842  -15.638  -19.386
H  -8.444  -14.686  -19.776
H  -9.027  -14.681  -18.086
H  -12.963  -14.278  -22.639
H  -14.297  -13.861  -21.652
H  -13.230  -12.563  -22.330
H  -13.607  -14.324  -19.041
H  -12.040  -15.223  -19.328
H  -13.401  -15.499  -20.349
O  -15.393  -21.324  -17.257
P  -14.414  -20.819  -18.233
N  -12.946  -21.575  -18.164
C  -12.170  -21.444  -16.941
C  -12.646  -22.763  -18.946
N  -14.007  -19.224  -18.110
C  -12.646  -18.681  -18.170
C  -15.015  -18.243  -17.765
N  -14.898  -21.026  -19.803
C  -16.134  -21.670  -20.170
C  -14.054  -20.644  -20.896
H  -11.114  -21.248  -17.142
H  -12.292  -22.336  -16.317
H  -12.550  -20.601  -16.363
H  -11.587  -23.010  -18.845
H  -12.863  -22.610  -19.999
H  -13.191  -23.642  -18.572
H  -12.164  -18.718  -17.188
H  -12.085  -19.208  -18.937
H  -12.711  -17.629  -18.461
H  -14.728  -17.703  -16.859
H  -15.088  -17.479  -18.551
H  -16.017  -18.659  -17.682
H  -16.906  -20.928  -20.400
H  -16.042  -22.338  -21.027
H  -16.544  -22.223  -19.323
H  -14.571  -19.910  -21.531
H  -13.758  -21.487  -21.530
H  -13.146  -20.159  -20.541
O  -16.424  -15.373  -18.430
P  -16.731  -14.688  -17.177
N  -15.734  -15.192  -15.951
C  -16.048  -14.985  -14.552
C  -14.321  -15.192  -16.204
N  -18.242  -14.915  -16.614
C  -18.711  -16.234  -16.249
C  -19.248  -13.872  -16.499
N  -16.519  -13.052  -17.285
C  -16.569  -12.358  -18.565
C  -16.554  -12.219  -16.103
H  -15.677  -14.022  -14.193
H  -15.666  -15.838  -13.992
H  -17.127  -14.968  -14.395
H  -13.830  -15.780  -15.422
H  -13.864  -14.190  -16.115
H  -14.070  -15.576  -17.187
H  -19.496  -16.612  -16.905
H  -17.860  -16.923  -16.273
H  -19.046  -16.231  -15.205
H  -19.411  -13.598  -15.453
H  -18.907  -12.997  -17.052
H  -20.168  -14.205  -16.981
H  -16.121  -13.003  -19.319
H  -17.601  -12.165  -18.880
H  -16.002  -11.435  -18.473
H  -15.554  -12.008  -15.704
H  -17.133  -12.658  -15.290
H  -17.035  -11.263  -16.325
O  -19.562  -13.600  -23.723
P  -18.805  -13.137  -24.898
N  -17.325  -12.474  -24.520
C  -16.395  -12.031  -25.527
C  -17.178  -11.801  -23.247
N  -19.687  -12.021  -25.761
C  -20.776  -11.343  -25.086
C  -19.252  -11.439  -27.001
N  -18.394  -14.233  -26.056
C  -19.492  -14.865  -26.760
C  -17.190  -15.029  -25.933
H  -15.396  -12.379  -25.253
H  -16.431  -10.947  -25.644
H  -16.647  -12.522  -26.464
H  -17.959  -12.155  -22.571
H  -17.335  -10.721  -23.370
H  -16.217  -12.017  -22.775
H  -21.496  -10.965  -25.814
H  -21.337  -12.060  -24.487
H  -20.434  -10.522  -24.447
H  -18.533  -10.610  -26.939
H  -18.926  -12.182  -27.733
H  -20.104  -10.956  -27.503
H  -20.169  -15.460  -26.132
H  -20.104  -14.102  -27.250
H  -19.125  -15.523  -27.550
H  -16.413  -14.526  -25.383
H  -16.826  -15.317  -26.927
H  -17.473  -15.990  -25.489
C  -22.091  -16.906  -23.022
N  -22.757  -18.085  -22.415
O  -23.889  -17.956  -22.024
O  -22.112  -19.105  -22.372
H  -22.510  -15.966  -22.694
H  -22.255  -17.079  -24.086
H  -21.026  -16.944  -22.832
C  -19.225  -19.213  -17.725
N  -20.196  -20.212  -18.202
O  -20.736  -20.911  -17.376
O  -20.390  -20.275  -19.394
H  -19.661  -18.775  -16.829
H  -19.021  -18.475  -18.490
H  -18.306  -19.711  -17.424
Cl  -15.954  -16.274  -23.079
C  -17.095  -15.635  -21.859
C  -17.535  -16.702  -20.904
Cl  -18.746  -17.788  -21.606
H  -17.973  -15.276  -22.399
H  -16.623  -14.793  -21.362
H  -17.990  -16.224  -20.039
H  -16.688  -17.270  -20.529

Summary:
SMILES = CN(C)P(=O)(N(C)C)N(C)C.CN(C)P(=O)(N(C)C)N(C)C.CN(C)P(=O)(N(C)C)N(C)C.CN(C)P(=O)(N(C)C)N(C)C.C[N+](=O)[O-].C[N+](=O)[O-].ClCCCl
Frontier orbital gap = 0.31476 hartree
HOMO = -8.35 eV

***

(2)
Below is one molecule with the formula C9H20N2, with properties calculated with ωB97M-V/def2-TZVPD.

Positions of all 31 atoms, in Å:
N  -2.147  0.036  0.827
N  0.198  0.076  0.029
C  -1.220  0.462  -0.227
C  0.742  -1.621  -1.546
C  0.950  0.758  -2.300
C  1.511  1.902  0.915
C  1.692  -0.337  2.028
C  -2.412  -1.394  0.811
C  -3.530  -0.371  0.525
C  1.055  -0.231  -1.103
C  0.761  0.630  1.278
H  -1.584  0.025  -1.194
H  -1.267  1.563  -0.295
H  -0.300  -1.744  -1.829
H  1.366  -1.929  -2.408
H  0.875  -2.358  -0.711
H  -0.075  0.903  -2.642
H  1.576  0.419  -3.117
H  1.376  1.719  -1.999
H  1.846  2.481  1.814
H  0.894  2.569  0.272
H  2.418  1.655  0.358
H  2.269  0.225  2.747
H  1.038  -1.065  2.549
H  2.413  -0.848  1.382
H  -2.338  -1.866  1.776
H  -2.028  -1.991  -0.001
H  -4.214  -0.168  1.353
H  -3.907  -0.213  -0.482
H  2.091  -0.219  -0.768
H  -0.049  0.933  1.959

Summary:
SMILES = CC(C)N(CN1CC1)C(C)C
Frontier orbital gap = 0.32947 hartree
HOMO = -7.92 eV